11 unconnected molecules or ions with the total composition C50H121Br8N7O14 in a non-equilibrium geometry. Source: OMol25; level of theory: ωB97M-V/def2-TZVPD.

LUMO energy: 0.16 eV
HOMO-LUMO gap: 8.41 eV
HOMO level: -8.248 eV
SMILES: COCCNCCOC.COCCNCCOC.COCCNCCOC.COCCNCCOC.COCCNCCOC.COCCNCCOC.COCCNCCOC.BrCCBr.BrCCBr.BrCCBr.BrCCBr

Positions of all 200 atoms, in Å:
1 C -4.981440 9.408895 -2.076214
2 O -4.466620 8.116445 -1.776464
3 C -5.375880 7.101265 -1.383004
4 C -4.674030 5.797855 -1.023854
5 N -3.499010 5.489755 -1.780914
6 C -3.693800 5.022145 -3.079974
7 C -2.512710 4.304695 -3.758964
8 O -2.922970 3.785315 -5.015814
9 C -1.694020 3.396795 -5.738544
10 H -5.592270 9.398285 -2.978924
11 H -4.171150 10.083165 -2.353474
12 H -5.584720 9.735495 -1.229164
13 H -6.116270 6.960495 -2.170474
14 H -5.889560 7.589245 -0.554694
15 H -5.335730 4.943445 -0.881574
16 H -4.448240 5.905425 0.037066
17 H -2.898660 6.301305 -1.813524
18 H -3.845540 5.928125 -3.666734
19 H -4.614760 4.462505 -3.243524
20 H -1.868170 3.681905 -3.138634
21 H -1.858770 5.149455 -3.975394
22 H -1.090100 2.581315 -5.340584
23 H -1.105360 4.300045 -5.898974
24 H -2.082360 3.060565 -6.699914
25 C 7.474780 -1.884305 -3.821804
26 O 7.374470 -1.755255 -2.431694
27 C 8.595590 -1.398015 -1.794494
28 C 8.577250 -1.529125 -0.299104
29 N 8.293820 -0.226565 0.416316
30 C 6.802520 -0.059955 0.558266
31 C 6.587720 1.282155 1.404256
32 O 5.237900 1.489615 1.613536
33 C 4.835830 2.126645 2.811776
34 H 7.492700 -0.900335 -4.290394
35 H 6.541680 -2.292605 -4.210034
36 H 8.301130 -2.546675 -4.079704
37 H 8.791130 -0.353505 -2.037124
38 H 9.455280 -1.933975 -2.196714
39 H 9.454050 -1.998515 0.146986
40 H 7.840270 -2.279285 -0.012364
41 H 8.676680 0.589195 -0.039794
42 H 6.247960 -0.899305 0.977846
43 H 6.412860 0.108945 -0.445594
44 H 6.847750 2.197605 0.872816
45 H 7.217580 1.294625 2.293756
46 H 4.971110 1.506775 3.698106
47 H 3.751800 2.240095 2.822006
48 H 5.444430 3.003245 3.033736
49 C 2.435970 -0.705325 2.681516
50 O 1.549020 0.355305 2.363036
51 C 1.044540 0.411585 1.004726
52 C 1.880210 1.128025 -0.065854
53 N 1.359760 1.036865 -1.438564
54 C 0.082660 1.521685 -1.929754
55 C -0.946200 0.431415 -2.107964
56 O -1.463870 -0.233745 -0.887304
57 C -1.893410 -1.570375 -1.135044
58 H 1.794580 -1.551235 2.434246
59 H 2.587520 -0.594315 3.755206
60 H 3.384620 -0.452275 2.208086
61 H 0.078270 0.897375 1.140486
62 H 0.805940 -0.587435 0.639836
63 H 2.956800 0.962125 -0.026554
64 H 1.912500 2.174205 0.238366
65 H 2.104970 1.032555 -2.120294
66 H 0.301750 1.867085 -2.940094
67 H -0.275100 2.419215 -1.425234
68 H -0.453190 -0.324445 -2.719294
69 H -1.691230 0.866155 -2.774324
70 H -2.918510 -1.524875 -1.502724
71 H -1.917900 -2.073815 -0.168574
72 H -1.264630 -2.187695 -1.776644
73 C -10.463420 -2.829945 4.957636
74 O -9.127050 -3.235145 4.715056
75 C -8.166950 -2.308425 4.249166
76 C -8.143880 -2.185135 2.724136
77 N -7.684050 -0.922575 2.286246
78 C -6.203700 -0.945415 2.518256
79 C -5.383530 0.124785 1.754896
80 O -5.415480 -0.229915 0.390826
81 C -4.811880 0.764115 -0.519264
82 H -10.661460 -2.065155 5.708616
83 H -11.009800 -3.622125 5.469516
84 H -11.042060 -2.582175 4.067756
85 H -7.192090 -2.613005 4.629916
86 H -8.264060 -1.369925 4.794946
87 H -9.184610 -2.226235 2.402736
88 H -7.698210 -3.073275 2.276176
89 H -7.929210 -0.592755 1.363636
90 H -5.672520 -1.833865 2.176796
91 H -5.925930 -0.796365 3.561676
92 H -4.396180 0.225995 2.205456
93 H -5.865380 1.094825 1.877186
94 H -4.881700 0.340555 -1.521174
95 H -3.772350 0.982905 -0.275144
96 H -5.281320 1.747035 -0.479404
97 C 4.162210 -2.913645 -6.948324
98 O 4.920720 -1.677535 -6.876584
99 C 4.045500 -0.572905 -7.210174
100 C 4.643910 0.913425 -6.934034
101 N 3.643450 1.898265 -7.124524
102 C 2.703550 2.109285 -5.999824
103 C 3.422970 2.842835 -4.923824
104 O 2.546340 2.902425 -3.872014
105 C 2.889000 3.751075 -2.691474
106 H 3.408850 -3.056435 -6.173624
107 H 4.804720 -3.780385 -6.793264
108 H 3.636440 -2.795765 -7.895834
109 H 3.081180 -0.684815 -6.714534
110 H 3.826480 -0.602855 -8.277524
111 H 5.395700 1.134865 -7.691574
112 H 5.107110 0.919085 -5.947364
113 H 4.026820 2.736195 -7.538054
114 H 2.250970 1.184805 -5.641194
115 H 1.963310 2.778555 -6.438244
116 H 3.880720 3.779455 -5.242104
117 H 4.264780 2.204425 -4.655704
118 H 2.737890 3.134625 -1.805324
119 H 2.486160 4.763015 -2.649104
120 H 3.951580 3.993335 -2.709344
121 C -6.937550 0.681955 6.645896
122 O -6.355350 -0.454225 7.294266
123 C -5.318840 -1.113495 6.587286
124 C -3.815030 -0.689575 6.704616
125 N -3.048530 -1.034065 5.550256
126 C -1.621460 -0.846855 5.657866
127 C -1.029200 -1.110875 4.278366
128 O -1.122720 -2.549135 4.035046
129 C -0.148260 -3.336275 4.593096
130 H -6.722180 0.807815 5.584826
131 H -6.494510 1.632825 6.941956
132 H -7.996720 0.655565 6.901946
133 H -5.593800 -1.018585 5.536816
134 H -5.352660 -2.196995 6.701266
135 H -3.442660 -1.141445 7.623986
136 H -3.836630 0.386915 6.534886
137 H -3.252900 -1.948655 5.173616
138 H -1.282770 -1.522325 6.443436
139 H -1.355280 0.185005 5.887006
140 H 0.011980 -0.788465 4.268716
141 H -1.584750 -0.468185 3.595416
142 H -0.346990 -4.310025 4.145416
143 H -0.406620 -3.681055 5.594336
144 H 0.886530 -3.028795 4.442226
145 C 7.203200 -4.463305 3.502396
146 O 6.667290 -4.937245 2.211596
147 C 5.426120 -5.742175 2.288226
148 C 4.656880 -5.806375 0.961486
149 N 3.738360 -4.662815 0.733996
150 C 3.013880 -4.946395 -0.471784
151 C 2.096600 -3.785485 -0.838134
152 O 0.658460 -3.960435 -0.656644
153 C 0.354630 -3.806715 0.717196
154 H 6.355540 -4.023765 4.028106
155 H 7.747510 -3.520505 3.556626
156 H 7.863430 -5.194935 3.968136
157 H 4.834370 -5.250945 3.060646
158 H 5.695600 -6.758405 2.575886
159 H 4.033540 -6.697425 0.886756
160 H 5.386510 -5.946725 0.163966
161 H 4.340920 -3.854205 0.677616
162 H 2.439560 -5.829905 -0.193084
163 H 3.730040 -5.002515 -1.291584
164 H 2.201450 -3.569495 -1.901354
165 H 2.427740 -2.857835 -0.371314
166 H 0.711610 -4.774985 1.068076
167 H -0.702460 -3.650755 0.932486
168 H 0.897410 -3.045125 1.277096
169 Br 5.187260 -1.625985 4.689226
170 C 4.583220 -1.073725 6.543066
171 C 5.809860 -0.395265 7.254916
172 Br 5.497540 -0.164695 9.277376
173 H 3.999640 -1.847575 7.041756
174 H 3.877590 -0.259155 6.379806
175 H 5.983970 0.598225 6.841686
176 H 6.772930 -0.900665 7.182946
177 Br -0.572180 0.418495 -7.445994
178 C -0.344980 -1.001075 -5.919464
179 C 0.123620 -2.391115 -6.414424
180 Br 0.146520 -3.683015 -5.006284
181 H -1.299490 -0.965785 -5.394344
182 H 0.379770 -0.644775 -5.187424
183 H 1.098060 -2.284925 -6.891174
184 H -0.621760 -2.648715 -7.166844
185 Br 0.825610 5.613315 1.821186
186 C -0.799920 4.646025 2.611466
187 C -1.230800 3.652325 1.572626
188 Br -2.656210 2.516255 2.254866
189 H -1.557300 5.340535 2.974946
190 H -0.424670 4.099805 3.476886
191 H -0.381160 2.984915 1.428526
192 H -1.569340 4.164655 0.672066
193 Br -5.469380 -0.383885 -4.661274
194 C -6.827270 -1.700655 -4.271704
195 C -7.086550 -1.736285 -2.710034
196 Br -5.625720 -2.450335 -1.823194
197 H -6.445210 -2.660015 -4.620644
198 H -7.668240 -1.377595 -4.885294
199 H -7.892110 -2.437775 -2.493034
200 H -7.407300 -0.817655 -2.218774

Atomic forces in eV per Å
C -0.34 -1.06 -0.16
O 1.59 -0.15 -0.64
C -1.06 1.37 -0.67
C 0.10 0.63 1.69
N 0.87 -0.61 2.24
C -0.66 -0.08 -2.60
C -0.14 1.81 -0.08
O 2.06 -1.09 0.54
C -2.04 0.64 -0.68
H -0.46 -0.27 -0.04
H 0.22 -0.16 0.67
H 0.04 0.50 0.01
H -0.16 -0.07 -0.32
H -0.51 -0.77 0.55
H -0.38 -0.02 -1.06
H 0.91 0.24 0.16
H 0.00 0.08 0.22
H -0.24 -0.05 -0.94
H -0.02 -0.38 0.55
H -0.59 -0.83 0.18
H 0.62 0.19 -0.16
H -0.24 0.11 0.65
H 0.26 -0.05 0.10
H 0.22 -0.01 -0.04
C -0.64 0.20 -0.13
O 0.04 -0.50 1.12
C 0.33 0.38 -0.79
C -0.48 0.91 1.13
N -1.59 -2.33 0.80
C 1.36 2.90 -0.04
C 0.49 -0.66 -1.05
O -2.12 -0.52 0.84
C 0.34 -0.73 0.48
H 0.74 0.16 -0.22
H -0.01 -0.36 0.27
H 0.16 0.20 -0.33
H 0.16 0.35 -0.08
H -0.09 -0.50 -0.33
H 0.60 0.45 -0.50
H -0.53 0.30 -0.02
H 0.03 -0.20 -0.33
H 0.56 -0.05 0.37
H -0.56 0.01 -0.05
H 1.02 -0.20 -0.69
H -0.21 -0.48 0.40
H 0.46 -0.65 0.08
H 0.11 0.67 -0.58
H -0.40 0.55 -0.35
C -1.13 1.60 -0.08
O -0.42 1.62 -0.91
C -0.02 -0.76 0.56
C -0.44 1.54 0.14
N 0.90 -0.98 0.77
C 0.97 -0.22 0.45
C -0.28 -0.94 0.56
O 1.27 1.09 -1.79
C -0.62 0.36 0.60
H 1.29 -0.99 -0.04
H -0.02 -0.42 0.04
H 0.23 -1.14 -0.37
H -0.02 0.12 -0.32
H 0.06 -0.35 0.05
H -0.03 -1.04 -0.23
H -0.37 0.68 0.24
H -0.35 0.13 0.06
H -0.18 0.07 -0.26
H -0.19 -0.01 0.51
H 0.10 -0.33 0.09
H -0.96 -0.12 0.36
H -0.04 -0.27 -0.29
H -0.04 0.11 0.09
H 0.28 0.38 -0.25
C -0.45 -0.17 0.28
O -0.39 -0.50 0.41
C 0.22 0.25 0.60
C -2.69 -0.31 0.09
N 3.26 0.73 0.84
C 0.85 1.77 -1.18
C -1.62 0.14 0.27
O 0.96 1.25 -1.03
C -0.19 -0.78 0.94
H 0.96 0.86 -0.12
H 0.39 -0.76 -0.47
H 0.22 0.10 -0.29
H 0.04 -0.71 -0.11
H -0.54 0.59 -0.52
H -0.36 -0.25 0.12
H 0.56 -0.06 -0.06
H 0.13 -0.59 -0.12
H -0.56 -0.80 0.07
H -0.51 -0.12 0.17
H 0.36 -0.38 -0.27
H -0.14 0.40 0.08
H -0.01 0.07 0.12
H 0.22 -0.52 0.10
H -0.67 -0.08 0.11
C 0.24 1.24 -0.10
O -0.86 0.25 0.71
C 0.97 0.98 -0.08
C 0.19 -2.38 -0.47
N -1.17 -0.60 0.11
C 0.84 1.43 -2.27
C 1.06 -0.96 0.46
O -1.22 1.98 3.07
C 1.28 -1.03 -1.28
H -0.22 0.68 0.39
H 0.32 0.25 -0.76
H 0.01 -1.13 -0.28
H -0.05 0.08 0.40
H -0.02 -0.07 -0.25
H 0.33 -0.43 0.17
H 0.21 -0.10 0.15
H -0.35 0.08 0.32
H 0.11 0.05 -0.14
H -0.61 -0.29 0.35
H -0.46 0.44 -0.16
H 0.48 0.00 0.31
H -0.47 0.37 -0.08
H -1.06 -0.39 -0.30
H 0.41 -0.44 -0.17
C 0.66 0.25 0.36
O 0.73 0.15 0.05
C 0.34 -0.31 -1.86
C -1.89 0.75 -0.33
N -0.59 -0.52 -1.22
C -0.40 -0.04 -0.54
C 0.54 -1.16 1.75
O -0.98 2.53 -1.47
C -0.51 -2.03 0.21
H -0.44 -1.13 -0.50
H 0.00 0.06 1.04
H 0.08 0.17 -0.34
H 0.30 0.19 -0.38
H -0.41 -0.10 0.84
H 0.37 0.71 0.45
H 0.18 0.47 1.72
H 0.14 -0.26 0.07
H 0.90 0.06 0.09
H -0.29 0.15 0.42
H 0.21 -0.14 -0.20
H -0.11 -0.76 -0.52
H 0.71 -0.15 -0.79
H 0.49 0.97 0.93
H -0.01 0.17 0.14
C -1.50 0.08 -0.87
O 0.27 0.42 0.13
C 0.90 0.88 0.33
C 0.11 0.69 0.58
N 1.48 -0.95 1.40
C -0.44 1.49 0.40
C -1.31 0.26 -1.15
O 1.27 1.44 -0.25
C 0.30 -1.52 0.41
H -0.32 -1.30 0.96
H 0.73 0.03 -1.73
H -0.65 -0.26 0.33
H -0.39 -0.33 0.06
H 0.02 -0.05 0.21
H 0.06 -0.21 0.57
H 0.27 0.24 -0.34
H -0.18 0.42 -0.33
H -0.03 -0.29 -0.99
H -0.18 -0.96 -0.43
H -0.14 -0.24 -0.16
H -0.04 0.04 0.49
H -0.46 -0.01 1.30
H -0.03 -0.25 -0.47
H 0.27 0.31 -0.50
Br -0.39 0.27 1.36
C 0.84 1.45 -0.16
C -0.51 -0.57 0.53
Br 0.07 -0.17 -1.70
H 0.84 -0.34 -0.06
H -0.04 -0.14 -0.28
H -0.35 -0.01 0.23
H -0.43 -0.43 0.11
Br 0.51 -1.66 1.39
C 0.40 0.35 0.21
C -1.19 1.93 -1.15
Br 0.06 0.07 0.15
H -0.11 -0.35 -0.47
H 0.16 0.56 -0.38
H -0.03 -0.28 0.22
H 0.28 -0.66 0.04
Br -1.27 -0.49 0.65
C 0.83 -0.06 0.39
C 0.33 0.25 0.04
Br 0.00 0.21 0.00
H 0.22 0.25 -0.52
H 0.22 0.24 -0.06
H -0.26 0.05 -0.51
H -0.02 -0.42 -0.07
Br 0.35 0.24 -0.14
C -0.18 0.38 1.37
C -1.62 -0.24 -1.83
Br 1.43 -0.74 0.78
H -0.12 0.11 0.17
H -0.18 -0.21 0.42
H -0.12 -0.05 -0.36
H 0.42 0.31 -0.52